[1]
{
  "formula": "C18H28N2O6S2",
  "method": "ωB97M-V/def2-TZVPD",
  "species": ["C", "C", "C", "C", "N", "S", "O", "O", "C", "C", "C", "C", "C", "C", "H", "H", "S", "C", "C", "O", "O", "C", "C", "H", "H", "H", "H", "H", "H", "H", "N", "O", "O", "H", "C", "C", "C", "C", "H", "H", "H", "H", "H", "H", "H", "H", "H", "H", "H", "H", "H", "H", "H", "H", "H", "H"],
  "coordinates": [[3.601, 3.272, 1.129], [3.005, 2.476, 2.285], [3.093, 0.964, 2.086], [2.206, 0.468, 0.941], [2.144, -0.972, 0.833], [1.040, -1.710, 1.817], [1.321, -3.113, 1.860], [0.863, -1.004, 3.054], [-0.462, -1.477, 0.854], [-0.504, -1.952, -0.431], [-1.664, -1.782, -1.186], [-2.808, -1.156, -0.650], [-2.722, -0.669, 0.661], [-1.566, -0.827, 1.395], [-1.493, -0.450, 2.403], [-3.545, -0.133, 1.102], [-4.230, -1.050, -1.648], [-5.515, -0.388, -0.496], [-5.375, 1.105, -0.336], [-4.807, 1.642, 0.580], [-5.935, 1.739, -1.359], [-5.859, 3.168, -1.372], [-6.972, 3.787, -0.540], [-6.855, 3.508, 0.505], [-7.941, 3.444, -0.892], [-6.926, 4.869, -0.621], [-5.952, 3.443, -2.424], [-4.881, 3.473, -0.988], [-6.445, -0.617, -1.012], [-5.465, -0.906, 0.458], [-1.679, -2.244, -2.523], [-2.708, -2.054, -3.162], [-0.691, -2.784, -2.973], [0.344, -2.457, -0.865], [3.298, -1.710, 0.368], [3.495, -1.571, -1.145], [4.442, -2.630, -1.708], [5.869, -2.493, -1.190], [6.519, -3.207, -1.689], [6.250, -1.492, -1.381], [5.915, -2.684, -0.121], [4.058, -3.621, -1.459], [4.449, -2.542, -2.797], [3.887, -0.578, -1.376], [2.524, -1.667, -1.634], [3.098, -2.753, 0.620], [4.199, -1.393, 0.902], [1.180, 0.806, 1.108], [2.549, 0.863, -0.019], [2.764, 0.460, 2.996], [4.131, 0.686, 1.894], [3.540, 2.733, 3.201], [1.959, 2.759, 2.424], [4.630, 2.969, 0.949], [3.594, 4.334, 1.361], [3.032, 3.123, 0.214]],
  "forces_ev_per_a": [[-0.15, -0.02, 0.21], [0.21, -0.15, -0.14], [-0.22, 0.11, -0.01], [0.05, 0.42, 0.24], [-0.57, -0.59, 0.75], [-0.31, 0.12, -0.54], [0.13, -0.07, -0.24], [-0.07, 0.22, -0.17], [0.24, 0.08, 0.44], [-0.18, -0.09, -0.37], [0.07, 0.52, 1.50], [0.18, -0.13, -0.08], [0.01, -0.10, -0.11], [0.20, -0.10, 0.08], [-0.07, 0.08, 0.12], [-0.06, 0.03, -0.01], [-1.24, 0.42, 0.28], [0.60, -0.03, -0.16], [0.04, -0.36, 0.24], [-0.01, 0.18, 0.08], [-0.25, -0.13, -0.29], [0.07, 0.54, 0.17], [0.23, -0.31, -0.14], [-0.01, 0.03, 0.07], [-0.10, 0.02, -0.03], [-0.02, 0.13, 0.00], [0.06, -0.05, 0.12], [-0.13, -0.05, -0.15], [0.03, -0.06, 0.04], [-0.10, 0.09, 0.05], [0.08, -0.34, -0.99], [0.52, -0.25, -0.25], [0.17, -0.13, -0.09], [0.04, -0.02, -0.11], [0.24, -0.36, -0.29], [0.03, -0.21, 0.14], [0.07, 0.28, 0.04], [-0.19, -0.13, -0.11], [0.13, -0.04, 0.02], [0.09, 0.12, 0.01], [0.10, 0.00, 0.14], [-0.06, -0.06, -0.07], [-0.04, -0.08, 0.00], [-0.03, 0.08, -0.08], [-0.06, 0.07, 0.01], [0.26, 0.01, -0.08], [-0.06, -0.07, 0.04], [0.04, 0.26, -0.12], [-0.13, -0.01, 0.00], [0.10, -0.02, -0.03], [0.08, -0.05, 0.03], [-0.09, 0.02, 0.04], [-0.05, 0.03, 0.10], [0.13, -0.01, -0.07], [0.03, 0.11, -0.08], [-0.01, 0.03, -0.16]],
  "charge": 0,
  "energy_ev": -56053.167,
  "smiles": "CCCCN(CCCC)S(=O)(=O)c1ccc(SCC(=O)OCC)c([N+](=O)[O-])c1",
  "e_above_lowest_kj_mol": 279.14
}


[2]
{
  "formula": "C18H28N4NbO4STl",
  "method": "ωB97M-V/def2-TZVPD",
  "species": ["N", "C", "O", "Tl", "Nb", "N", "N", "C", "C", "C", "C", "C", "C", "C", "C", "H", "H", "H", "H", "H", "H", "H", "H", "H", "H", "H", "H", "H", "H", "H", "H", "H", "H", "C", "H", "H", "H", "C", "H", "H", "H", "O", "C", "N", "S", "O", "O", "C", "C", "C", "C", "C", "C", "H", "H", "H", "H"],
  "coordinates": [[2.097, -0.525, -0.027], [2.958, -0.846, 0.786], [3.795, -1.162, 1.550], [1.063, 0.523, -3.636], [0.190, -0.178, -0.507], [-0.534, -1.654, -1.710], [0.028, 1.594, -1.451], [-0.286, -3.115, -1.554], [0.630, 2.932, -1.664], [0.867, -3.506, -2.480], [-1.546, -3.912, -1.905], [0.071, -3.468, -0.126], [0.253, 3.510, -3.031], [0.076, 3.927, -0.637], [2.135, 2.786, -1.519], [0.602, -3.334, -3.530], [1.092, -4.575, -2.348], [1.771, -2.930, -2.234], [-2.412, -3.532, -1.349], [-1.390, -4.958, -1.613], [-1.762, -3.908, -2.978], [0.993, -2.988, 0.226], [0.230, -4.557, -0.077], [-0.750, -3.220, 0.560], [0.721, 3.009, -3.893], [0.631, 4.545, -3.049], [-0.832, 3.527, -3.171], [-1.004, 4.069, -0.757], [0.558, 4.902, -0.806], [0.297, 3.615, 0.383], [2.403, 2.404, -0.525], [2.589, 3.779, -1.662], [2.585, 2.124, -2.278], [-1.480, 1.538, -1.506], [-1.832, 0.545, -1.107], [-1.930, 2.314, -0.872], [-1.845, 1.650, -2.544], [-1.288, -1.369, -2.957], [-2.298, -1.800, -2.881], [-1.433, -0.296, -3.136], [-0.779, -1.803, -3.831], [0.929, -2.042, 2.262], [0.240, -1.046, 2.511], [-0.246, -0.179, 1.512], [-0.539, 1.422, 2.114], [0.670, 2.198, 1.888], [-1.810, 1.879, 1.611], [-0.556, 0.804, 3.750], [-0.864, 1.537, 4.891], [-0.741, 0.898, 6.131], [-0.283, -0.430, 6.210], [0.048, -1.136, 5.055], [-0.129, -0.508, 3.818], [-1.194, 2.568, 4.790], [-0.992, 1.442, 7.041], [-0.190, -0.905, 7.186], [0.422, -2.158, 5.074]],
  "forces_ev_per_a": [[-1.62, 0.32, -1.01], [1.98, -0.91, 1.86], [-2.16, 0.94, -2.12], [0.62, -0.37, -1.00], [1.69, -0.64, 0.43], [0.51, 2.06, 0.64], [-1.59, -2.08, 1.25], [0.00, -0.75, 0.02], [0.14, 0.67, 0.24], [0.15, -0.03, -0.10], [-0.14, -0.15, -0.18], [0.19, 0.02, 0.32], [0.13, 0.10, -0.19], [0.20, 0.20, 0.26], [0.25, 0.34, 0.16], [0.17, -0.16, 0.15], [-0.06, 0.39, -0.14], [-0.14, -0.17, -0.04], [0.08, -0.12, -0.10], [-0.04, 0.30, -0.07], [-0.05, -0.03, 0.20], [-0.24, -0.14, -0.14], [-0.01, 0.45, 0.10], [0.19, -0.05, -0.10], [-0.08, 0.13, 0.05], [-0.24, -0.41, -0.15], [0.20, 0.13, -0.08], [0.25, 0.09, 0.04], [-0.18, -0.30, 0.03], [-0.09, 0.10, -0.23], [-0.03, 0.15, -0.24], [-0.01, -0.41, 0.11], [-0.01, 0.13, 0.15], [0.47, 0.47, -0.06], [-0.28, 0.41, -0.21], [0.18, -0.43, -0.12], [0.02, -0.33, 0.50], [-0.23, -0.02, 0.23], [0.36, 0.16, -0.14], [0.06, -0.24, 0.11], [-0.21, 0.03, 0.24], [-1.58, 2.14, 0.60], [1.37, -2.01, -0.31], [-0.21, 0.93, -2.37], [0.39, -0.65, 0.64], [-1.09, -0.70, -0.05], [0.90, -0.19, 0.04], [-0.47, 0.71, 1.05], [-0.02, -0.08, -0.14], [0.10, -0.16, -0.27], [-0.11, 0.25, -0.09], [-0.15, 0.11, -0.27], [0.41, -0.17, 0.71], [0.05, -0.18, 0.24], [0.08, -0.16, -0.26], [0.01, 0.13, -0.29], [-0.10, 0.23, 0.11]],
  "charge": 2,
  "energy_ev": -50335.203
}